{"formula": "C37H55CeP2SbSe4Si", "method": "ωB97M-V/def2-TZVPD", "multiplicity": 2, "homo_lumo_gap_ev": [5.41, 5.40], "lumo_energy_ev": [2.2, 2.2], "fmax_ev_per_a": 3.482, "charge": -1, "symbols": ["Ce", "C", "Si", "C", "C", "C", "C", "C", "C", "P", "C", "C", "C", "C", "C", "C", "C", "C", "C", "C", "C", "C", "C", "C", "C", "C", "C", "C", "P", "C", "C", "C", "C", "C", "C", "C", "C", "C", "C", "C", "C", "H", "H", "H", "H", "H", "H", "H", "H", "H", "H", "H", "H", "H", "H", "H", "H", "H", "H", "H", "H", "H", "H", "H", "H", "H", "H", "H", "H", "H", "H", "H", "H", "H", "H", "H", "H", "H", "H", "H", "H", "H", "H", "H", "H", "H", "H", "H", "H", "H", "H", "H", "H", "H", "H", "H", "Se", "Sb", "Se", "Se", "Se"], "xyz": [[0.13861, -1.75914, -2.14688], [0.86809, -3.70244, 1.29500], [0.86446, -1.88128, 0.83412], [-0.04922, -0.99530, 2.21695], [0.56326, -0.50475, 3.38387], [-0.24680, -0.22740, 4.50119], [-1.59593, -0.37473, 4.45988], [-2.24238, -0.84139, 3.30029], [-1.45174, -0.90091, 2.12018], [-2.00382, -1.36859, 0.37459], [-3.44420, -2.46818, 0.61172], [-3.95043, -3.11840, -0.71292], [-5.01715, -4.18161, -0.43737], [-5.65291, -4.05627, 0.95178], [-4.56028, -4.13548, 2.06339], [-3.23568, -3.53978, 1.67619], [-2.91290, 0.07376, -0.21154], [-3.72278, 0.83957, 0.88088], [-3.21406, 2.30401, 1.01894], [-3.32985, 3.03164, -0.37545], [-3.08269, 2.09082, -1.54541], [-2.05642, 1.01102, -1.10497], [2.61693, -1.33825, 1.11520], [3.42226, -2.11552, 1.96612], [4.79954, -2.06894, 2.02785], [5.41188, -1.17474, 1.18775], [4.65035, -0.33050, 0.36065], [3.25218, -0.40366, 0.28357], [2.07428, 0.50695, -0.73539], [1.43530, 1.88321, 0.44711], [2.55342, 2.49748, 1.31635], [1.99847, 3.75706, 2.01749], [0.79693, 4.47094, 1.35605], [0.93261, 4.36618, -0.14903], [0.80124, 2.93692, -0.56826], [3.24774, 0.85402, -2.13806], [4.37600, 1.96758, -1.89393], [4.26866, 3.19932, -2.85929], [4.04578, 2.87582, -4.37000], [3.45318, 1.47318, -4.64202], [2.50648, 1.11838, -3.52792], [0.45171, -4.46723, 0.64158], [0.35472, -3.86325, 2.25245], [1.88372, -4.00861, 1.39745], [1.62297, -0.53795, 3.51691], [0.26451, 0.15894, 5.37107], [-2.20996, 0.00629, 5.32039], [-3.26925, -1.07301, 3.16115], [-4.23170, -1.75990, 0.92557], [-3.08798, -3.52514, -1.26660], [-4.33871, -2.25335, -1.29317], [-4.64982, -5.23898, -0.50770], [-5.81173, -4.13059, -1.22386], [-6.44381, -4.81427, 1.11276], [-6.20022, -3.06345, 1.03424], [-4.37743, -5.21723, 2.30178], [-4.95665, -3.77283, 3.04525], [-2.52700, -4.32107, 1.22205], [-2.68332, -3.18259, 2.58780], [-3.75970, -0.35012, -0.86826], [-3.86256, 0.29991, 1.84299], [-4.72445, 0.88096, 0.45997], [-2.12928, 2.24549, 1.35494], [-3.85453, 2.84264, 1.73965], [-2.71210, 3.92158, -0.40738], [-4.36167, 3.44205, -0.33662], [-2.72295, 2.73753, -2.37716], [-4.00029, 1.60461, -1.97374], [-1.17321, 1.41736, -0.62539], [-1.70597, 0.42589, -1.97239], [2.96419, -2.86757, 2.61618], [5.30946, -2.68052, 2.76961], [6.44952, -1.12269, 1.02766], [5.17511, 0.32557, -0.36188], [0.64420, 1.45475, 1.08334], [3.38504, 2.82037, 0.66946], [2.84005, 1.79424, 2.11310], [2.74553, 4.59461, 2.13128], [1.85204, 3.45106, 3.05779], [0.89332, 5.51730, 1.60818], [-0.18968, 4.21124, 1.76360], [1.89760, 4.73324, -0.42496], [0.10916, 4.95621, -0.68462], [1.30456, 2.65440, -1.49870], [-0.24816, 2.63794, -0.74941], [3.80095, -0.09865, -2.23728], [5.32709, 1.46066, -2.07182], [4.35795, 2.25235, -0.89861], [5.27701, 3.72263, -2.66916], [3.54453, 3.93200, -2.47918], [4.95723, 2.98111, -4.95047], [3.32748, 3.68299, -4.71853], [4.30659, 0.76882, -4.72228], [2.93009, 1.36160, -5.59823], [1.90878, 0.21271, -3.82351], [1.85675, 1.97216, -3.39263], [-1.04405, -5.50652, -4.36094], [1.01370, -3.97437, -4.45733], [-0.99384, -2.07761, -4.66141], [-0.41230, -4.70241, -2.22116], [2.61831, -2.64189, -2.64240]]}



{"formula": "C37H56N8O5P", "method": "ωB97M-V/def2-TZVPD", "homo_lumo_gap_ev": 6.87, "lumo_energy_ev": 1.9, "fmax_ev_per_a": 8.424, "charge": -1, "symbols": ["C", "C", "C", "P", "O", "C", "O", "O", "N", "C", "C", "O", "C", "C", "C", "C", "C", "C", "O", "C", "N", "H", "H", "H", "H", "H", "H", "H", "H", "H", "H", "H", "H", "H", "H", "C", "C", "C", "C", "N", "H", "H", "H", "H", "H", "H", "H", "C", "C", "C", "C", "N", "H", "H", "H", "H", "H", "H", "H", "C", "C", "C", "C", "N", "H", "H", "H", "H", "H", "H", "H", "C", "C", "C", "C", "N", "H", "H", "H", "H", "H", "H", "H", "C", "C", "C", "C", "N", "H", "H", "H", "H", "H", "H", "H", "C", "C", "C", "C", "N", "H", "H", "H", "H", "H", "H", "H"], "xyz": [[-0.41810, 0.35408, 3.39120], [0.32286, 1.54576, 2.70106], [0.51160, 1.44572, 1.13776], [0.14198, -0.29885, 0.60966], [1.08218, -1.31766, 1.16335], [2.06175, 1.63169, 0.87287], [2.63873, 0.84971, 0.09666], [2.64777, 2.59440, 1.42098], [-0.14892, 2.49641, 0.35060], [-1.48062, 2.22034, -0.14461], [-2.58311, 1.90880, 0.90153], [-2.66675, 2.39215, 1.99723], [-3.68385, 0.93738, 0.43300], [-4.50577, 1.43220, -0.60949], [-5.52428, 0.65086, -1.17198], [-5.71114, -0.65274, -0.66423], [-4.90878, -1.12158, 0.38742], [-3.88258, -0.34417, 0.96262], [-0.04395, 3.77785, 0.94460], [0.39609, 4.57768, -0.00764], [0.59143, 5.30344, -0.87722], [0.19891, -0.54693, 3.49337], [-1.41093, 0.15019, 2.96051], [-0.62827, 0.69256, 4.42544], [-0.18546, 2.45787, 3.03486], [1.32423, 1.56856, 3.15590], [0.25456, -0.37662, -0.80865], [-1.16709, -0.71358, 0.94680], [-1.49876, 1.45327, -0.93707], [-1.81903, 3.14871, -0.65334], [-4.33189, 2.44244, -0.99463], [-6.09459, 1.08410, -1.99238], [-6.48273, -1.28309, -1.11344], [-5.06744, -2.13438, 0.75310], [-3.24059, -0.71800, 1.75891], [-4.23463, 1.22303, -5.87486], [-3.56624, 2.54683, -5.52035], [-3.60672, 2.85049, -4.01975], [-5.00044, 2.93933, -3.55105], [-6.08382, 3.00860, -3.18230], [-5.29646, 1.22979, -5.62228], [-4.15675, 1.03317, -6.94608], [-3.76155, 0.39170, -5.34793], [-4.05546, 3.35235, -6.07240], [-2.52519, 2.52053, -5.84717], [-3.10639, 3.79741, -3.81241], [-3.09565, 2.06724, -3.45596], [-4.78637, -3.32811, 4.81408], [-4.48315, -4.78082, 4.46357], [-3.19713, -4.94681, 3.64588], [-3.30590, -4.20908, 2.37450], [-3.39143, -3.66764, 1.33232], [-4.94952, -2.72694, 3.91979], [-5.69252, -3.26426, 5.42018], [-3.96671, -2.88279, 5.38181], [-5.32792, -5.19617, 3.90782], [-4.39127, -5.35839, 5.38725], [-3.02144, -6.01225, 3.44332], [-2.33876, -4.56277, 4.20025], [5.60296, 0.41589, -0.49790], [5.85827, -1.06082, -0.77105], [7.08860, -1.30436, -1.65397], [6.91059, -0.65073, -2.96367], [6.77218, -0.14581, -3.98387], [5.39084, 0.96499, -1.41670], [4.73846, 0.53580, 0.15582], [6.46818, 0.87864, -0.01105], [4.97234, -1.49063, -1.24379], [5.99827, -1.57790, 0.18052], [7.23620, -2.37524, -1.80687], [7.98249, -0.90232, -1.17268], [11.10194, -3.52318, -0.82091], [11.38758, -2.08504, -0.40350], [11.23942, -1.86133, 1.10512], [9.86284, -2.16321, 1.53414], [8.79247, -2.39865, 1.87067], [10.07225, -3.80765, -0.59864], [11.24728, -3.64283, -1.89506], [11.76919, -4.22032, -0.30872], [10.71216, -1.41723, -0.94235], [12.40454, -1.82153, -0.70194], [11.46554, -0.82452, 1.35623], [11.92950, -2.50138, 1.65748], [-1.74739, -7.48435, -1.90018], [-3.25392, -7.68335, -1.77036], [-4.04557, -6.38505, -1.95628], [-3.65256, -5.40047, -0.93146], [-3.34476, -4.63166, -0.12654], [-1.36317, -6.81450, -1.12981], [-1.22791, -8.43690, -1.79054], [-1.48941, -7.06814, -2.87612], [-3.47356, -8.11078, -0.78943], [-3.58464, -8.40805, -2.51742], [-5.11669, -6.58019, -1.86905], [-3.85925, -5.95938, -2.94344], [-0.29632, 8.56068, 0.78937], [-1.09254, 8.69472, 2.08223], [-2.60681, 8.72916, 1.85042], [-2.97335, 9.88269, 1.00886], [-3.25854, 10.78117, 0.35665], [-0.45406, 9.41583, 0.12927], [0.77087, 8.50967, 1.00485], [-0.57541, 7.65383, 0.25025], [-0.77962, 9.60354, 2.60208], [-0.85420, 7.85334, 2.73584], [-3.13260, 8.81075, 2.80246], [-2.93874, 7.81375, 1.35807]]}